A | ORCA calculation (ωB97M-V with the def2-TZVPD basis set) on a 2-piece molecular cluster, C3H3IO2 overall.

Computed properties:
Highest occupied orbital energy, eV: -8.93
Orbital gap, hartree: 0.3363

ORCA input file:
```
! wB97M-V def2-TZVPD RIJCOSX def2/J DEFGRID3
* xyz 0 1
C 0.143 -0.277 -0.408
C -0.163 -0.670 2.198
C 0.160 -0.808 0.789
O 0.530 0.035 -1.445
O -0.781 -1.617 1.439
I -0.026 1.756 -4.766
H 0.658 -1.049 2.873
H -0.803 0.272 2.624
H 0.284 2.358 -3.305
*
```

***

B | ORCA calculation (ωB97M-V with the def2-TZVPD basis set) on a single C3H3IO2 molecule.

Computed properties:
Highest occupied orbital energy, eV: -9.87
Orbital gap, hartree: 0.3798

ORCA input file:
```
! wB97M-V def2-TZVPD RIJCOSX def2/J DEFGRID3
* xyz 0 1
C -1.047 -0.785 -0.093
C 1.121 0.509 -0.293
C 0.191 -0.163 0.611
O -1.232 -1.859 -0.527
O 1.444 -0.578 0.474
I -2.646 0.605 -0.198
H 0.824 0.349 -1.281
H 1.430 1.555 -0.197
H -0.086 0.368 1.505
*
```

***

C | ORCA calculation (ωB97M-V with the def2-TZVPD basis set) on C3H3IO2 as an isolated structure.

Computed properties:
Highest occupied orbital energy, eV: -9.64
Orbital gap, hartree: 0.3585

ORCA input file:
```
! wB97M-V def2-TZVPD RIJCOSX def2/J DEFGRID3
* xyz 0 1
C 0.154 1.148 -0.110
C -0.933 -0.584 0.553
C 0.597 -0.224 -0.631
O 0.623 2.223 -0.287
O -0.913 0.834 0.650
I 2.484 -0.869 0.004
H -1.797 -0.962 0.030
H -0.611 -1.088 1.455
H 0.395 -0.478 -1.664
*
```

***

D | ORCA calculation (ωB97M-V with the def2-TZVPD basis set) on a single C3H3IO2 molecule.

Computed properties:
Highest occupied orbital energy, eV: -9.99
Orbital gap, hartree: 0.3682

ORCA input file:
```
! wB97M-V def2-TZVPD RIJCOSX def2/J DEFGRID3
* xyz 0 1
C 0.769 -0.484 0.772
C -1.082 0.150 0.114
C 0.445 0.271 -0.504
O 1.785 -0.770 1.266
O -0.538 -0.600 1.185
I 0.992 -0.669 -2.332
H -1.470 1.257 0.459
H -1.715 -0.547 -0.473
H 0.814 1.391 -0.489
*
```

***

Tell me which of them is the most stable. Sure, it is D.

***

A | ORCA calculation (ωB97M-V with the def2-TZVPD basis set) on a single C4H4Cl2 molecule.

Computed properties:
Highest occupied orbital energy, eV: -8.83
Orbital gap, hartree: 0.3240

ORCA input file:
```
! wB97M-V def2-TZVPD RIJCOSX def2/J DEFGRID3
* xyz 0 1
C 1.117 -1.538 0.161
C -0.053 -0.763 -0.115
C -0.067 0.694 -0.310
C -1.109 1.526 0.124
H 1.286 -2.791 0.583
H 0.862 1.198 -0.581
H -2.075 1.163 0.614
H -0.835 2.613 -0.137
Cl 2.564 -0.555 -0.146
Cl -1.690 -1.548 -0.193
*
```

***

B | ORCA calculation (ωB97M-V with the def2-TZVPD basis set) on C4H4Cl2 as an isolated structure.

Computed properties:
Highest occupied orbital energy (spin up / spin down), eV: -9.70 / -8.28
Orbital gap (spin up / spin down), hartree: 0.3055 / 0.1854

ORCA input file:
```
! wB97M-V def2-TZVPD RIJCOSX def2/J DEFGRID3
* xyz 0 1
C -0.692 0.929 -0.209
C 0.586 -0.512 0.595
C -0.865 -0.334 0.589
C 0.377 0.149 -0.803
Cl -1.986 -1.545 0.346
Cl -0.011 -2.465 -3.034
H -1.553 1.264 -0.915
H -0.283 1.776 0.255
H 1.138 0.180 1.245
H 1.067 -1.416 0.702
*
```

***

C | ORCA calculation (ωB97M-V with the def2-TZVPD basis set) on a single C4H4Cl2 molecule.

Computed properties:
Highest occupied orbital energy, eV: -9.23
Orbital gap, hartree: 0.3707

ORCA input file:
```
! wB97M-V def2-TZVPD RIJCOSX def2/J DEFGRID3
* xyz 0 1
C 0.314 -1.674 -0.218
C 1.270 -0.813 0.221
C 1.153 0.369 1.074
C 0.512 1.482 0.712
H 0.623 -2.465 -0.858
H 2.299 -1.127 -0.042
H 1.592 0.363 2.088
H 0.302 2.304 1.457
Cl -1.387 -1.577 0.075
Cl -0.043 1.856 -0.863
*
```

***

D | ORCA calculation (ωB97M-V with the def2-TZVPD basis set) on a single C4H4Cl2 molecule.

Computed properties:
Highest occupied orbital energy, eV: -10.23
Orbital gap, hartree: 0.3958

ORCA input file:
```
! wB97M-V def2-TZVPD RIJCOSX def2/J DEFGRID3
* xyz 0 1
C -0.539 0.209 1.118
C -0.593 0.180 -0.492
C 0.632 -0.428 -0.960
C 1.875 -0.790 -0.919
H -0.637 -0.757 1.571
H -1.338 0.932 1.566
H 0.399 0.739 1.394
H 2.764 -1.316 -1.328
Cl -2.071 -0.660 -0.982
Cl -0.494 1.891 -0.970
*
```

***

Tell me which of them is the most stable. Sure, it is C.

***

A | ORCA calculation (ωB97M-V with the def2-TZVPD basis set) on a single C17H18N4O molecule.

Computed properties:
Highest occupied orbital energy, eV: -8.37
Orbital gap, hartree: 0.3062

ORCA input file:
```
! wB97M-V def2-TZVPD RIJCOSX def2/J DEFGRID3
* xyz 0 1
N -4.042 -1.344 2.100
N 2.049 0.206 -1.964
O -0.522 -1.657 2.918
C -2.895 -1.713 2.676
C -4.027 -0.328 1.192
C 2.883 1.107 -2.492
C -1.630 -0.144 1.401
C 3.814 1.791 -1.744
C 2.274 -0.671 2.091
C -1.638 -1.173 2.326
C 1.298 -1.322 1.338
C -2.829 0.333 0.837
C 1.274 -1.031 -0.064
C 3.917 1.566 -0.356
C 3.117 0.279 1.533
C 2.116 -0.074 -0.656
C 3.049 0.599 0.162
N 2.726 1.227 -3.849
N -3.289 1.132 -1.473
C 0.346 -2.320 1.982
C -2.614 -0.010 -2.140
C -2.884 1.499 -0.108
H -2.943 -2.397 3.514
H -4.955 -0.105 0.679
H -0.712 0.377 1.160
H 4.473 2.512 -2.263
H 2.383 -0.892 3.150
H 0.562 -1.540 -0.692
H 4.580 2.093 0.346
H 3.877 0.758 2.142
H 3.552 1.161 -4.393
H 1.925 0.729 -4.167
H -3.249 1.951 -2.066
H -0.219 -2.824 1.211
H 0.942 -3.105 2.499
H -2.935 -0.947 -1.727
H -1.507 0.119 -2.064
H -2.828 -0.014 -3.206
H -3.573 2.224 0.307
H -1.869 1.950 -0.142
*
```

***

B | ORCA calculation (ωB97M-V with the def2-TZVPD basis set) on a single C17H18N4O molecule.

Computed properties:
Highest occupied orbital energy, eV: -8.32
Orbital gap, hartree: 0.3120

ORCA input file:
```
! wB97M-V def2-TZVPD RIJCOSX def2/J DEFGRID3
* xyz 0 1
O 1.355 2.684 0.024
C 0.985 1.695 0.625
N 1.741 0.570 0.765
H 1.288 -0.274 1.078
C 2.994 0.433 0.064
C 2.864 -0.353 -1.243
H 3.856 -0.474 -1.681
H 2.462 -1.349 -1.040
C 1.953 0.365 -2.246
N 1.885 -0.350 -3.490
C 0.971 -1.281 -3.851
N 1.226 -1.798 -5.020
C 2.360 -1.188 -5.449
C 2.788 -0.290 -4.514
H 3.626 0.376 -4.494
H 2.792 -1.431 -6.399
H 0.133 -1.542 -3.235
H 0.941 0.448 -1.841
H 2.330 1.375 -2.427
H 3.344 1.447 -0.145
H 3.711 -0.066 0.722
N -0.267 1.653 1.194
C -0.826 0.715 2.069
C -0.080 0.144 3.075
C -0.654 -0.778 3.960
C -1.974 -1.113 3.854
C -2.777 -0.541 2.845
C -4.144 -0.869 2.721
C -4.910 -0.328 1.729
C -4.339 0.561 0.807
C -3.019 0.906 0.904
C -2.204 0.378 1.927
H -2.593 1.581 0.175
H -4.949 0.971 0.016
H -5.955 -0.585 1.642
H -4.572 -1.562 3.431
H -2.422 -1.815 4.540
H -0.040 -1.206 4.738
H 0.952 0.433 3.206
H -0.833 2.458 0.965
*
```

***

Tell me which of them is the most stable. Sure, it is B.

***

A | ORCA calculation (ωB97M-V with the def2-TZVPD basis set) on CH3BrClN as an isolated structure.

Computed properties:
Highest occupied orbital energy (spin up / spin down), eV: -8.13 / -8.93
Orbital gap (spin up / spin down), hartree: 0.2605 / 0.3114

ORCA input file:
```
! wB97M-V def2-TZVPD RIJCOSX def2/J DEFGRID3
* xyz 0 1
C -1.346 0.171 -0.328
N 2.054 -0.568 1.072
Cl 3.138 -0.719 -0.200
Br 0.748 0.566 0.732
H -1.210 0.568 -1.262
H -1.654 -0.865 -0.483
H -1.731 0.848 0.469
*
```

***

B | ORCA calculation (ωB97M-V with the def2-TZVPD basis set) on CH3BrClN as an isolated structure.

Computed properties:
Highest occupied orbital energy (spin up / spin down), eV: -8.65 / -9.59
Orbital gap (spin up / spin down), hartree: 0.2706 / 0.3438

ORCA input file:
```
! wB97M-V def2-TZVPD RIJCOSX def2/J DEFGRID3
* xyz 0 1
C 1.287 0.201 0.024
N -1.340 -0.405 -0.481
Cl -1.843 -1.640 0.513
Br -2.099 1.228 -0.189
H 1.068 0.263 1.070
H 1.601 -0.739 -0.377
H 1.327 1.092 -0.560
*
```

***

Tell me which of them is the most stable. Sure, it is B.

***

A | ORCA calculation (ωB97M-V with the def2-TZVPD basis set) on a single CH2O2S molecule.

Computed properties:
Highest occupied orbital energy, eV: -9.04
Orbital gap, hartree: 0.3370

ORCA input file:
```
! wB97M-V def2-TZVPD RIJCOSX def2/J DEFGRID3
* xyz 0 1
C 0.306 0.014 0.067
H 0.191 1.945 -0.080
H 1.066 -1.826 0.490
O 0.836 1.101 0.035
O 1.370 -0.820 -0.107
S -1.296 -0.153 -0.015
*
```

***

B | ORCA calculation (ωB97M-V with the def2-TZVPD basis set) on a single CH2O2S molecule.

Computed properties:
Highest occupied orbital energy, eV: -10.09
Orbital gap, hartree: 0.3752

ORCA input file:
```
! wB97M-V def2-TZVPD RIJCOSX def2/J DEFGRID3
* xyz 0 1
C -0.068 -1.746 -0.166
O 0.466 -2.691 0.316
O 0.586 -0.754 -0.747
S -0.113 0.598 -1.427
H -1.089 -1.647 -0.062
H -0.890 -0.056 -2.139
*
```

***

Tell me which of them is the most stable. Sure, it is B.

***

A | ORCA calculation (ωB97M-V with the def2-TZVPD basis set) on a 2-piece molecular cluster, CH2O2S overall.

Computed properties:
Highest occupied orbital energy, eV: -10.39
Orbital gap, hartree: 0.3873

ORCA input file:
```
! wB97M-V def2-TZVPD RIJCOSX def2/J DEFGRID3
* xyz 0 1
C 1.573 0.299 0.374
O -0.792 -0.580 -0.088
O -1.308 0.729 0.000
S 2.853 -0.466 0.712
H -0.824 1.199 -0.660
H -1.502 -1.180 -0.338
*
```

***

B | ORCA calculation (ωB97M-V with the def2-TZVPD basis set) on a 2-piece molecular cluster, CH2O2S overall.

Computed properties:
Highest occupied orbital energy (spin up / spin down), eV: -8.46 / -8.46
Orbital gap (spin up / spin down), hartree: 0.2791 / 0.2805

ORCA input file:
```
! wB97M-V def2-TZVPD RIJCOSX def2/J DEFGRID3
* xyz 0 1
C 0.324 -0.910 -0.713
O -0.489 -0.794 0.202
O -0.101 2.372 1.347
S -1.123 1.361 1.514
H 0.199 -0.502 -1.641
H 1.190 -1.527 -0.709
*
```

***

C | ORCA calculation (ωB97M-V with the def2-TZVPD basis set) on a single CH2O2S molecule.

Computed properties:
Highest occupied orbital energy, eV: -10.07
Orbital gap, hartree: 0.3486

ORCA input file:
```
! wB97M-V def2-TZVPD RIJCOSX def2/J DEFGRID3
* xyz 0 1
C 0.049 -0.222 -0.169
O 1.519 -0.619 1.656
O -1.471 0.365 -0.816
S 0.172 -0.214 1.432
H 0.674 -0.406 -0.959
H -0.942 1.097 -1.143
*
```

***

Tell me which of them is the most stable. Sure, it is B.

***

A | ORCA calculation (ωB97M-V with the def2-TZVPD basis set) on a 4-piece molecular cluster, C3H15NO4 overall.

Computed properties:
Highest occupied orbital energy, eV: -9.90
Orbital gap, hartree: 0.3863

ORCA input file:
```
! wB97M-V def2-TZVPD RIJCOSX def2/J DEFGRID3
* xyz 0 1
C 0.028 1.599 -2.154
N 0.737 0.832 -1.118
C 0.079 0.856 0.176
C 1.060 0.435 1.282
O 1.106 -0.967 1.576
H -0.685 2.308 -1.721
H -0.597 0.885 -2.700
H 0.635 2.146 -2.869
H 1.682 1.192 -1.075
H -0.353 1.790 0.546
H -0.657 0.061 0.140
H 2.092 0.725 1.055
H 0.800 0.942 2.213
H 1.475 -1.375 0.764
H 1.090 -1.527 -1.560
H 0.286 -1.932 -0.385
O 1.102 -2.180 -0.843
H -0.578 -1.565 2.822
H -1.210 -0.367 2.014
O -1.386 -1.168 2.505
H -2.466 -1.197 0.484
H -1.783 -0.423 -0.680
O -2.454 -1.072 -0.473
*
```

***

B | ORCA calculation (ωB97M-V with the def2-TZVPD basis set) on a 4-piece molecular cluster, C3H15NO4 overall.

Computed properties:
Highest occupied orbital energy, eV: -10.12
Orbital gap, hartree: 0.3892

ORCA input file:
```
! wB97M-V def2-TZVPD RIJCOSX def2/J DEFGRID3
* xyz 0 1
C -0.850 -0.707 0.847
C 0.128 0.463 0.948
C -0.341 1.405 2.060
O 0.168 1.262 -0.222
N -0.385 -1.632 -0.193
H -1.006 -1.143 1.838
H -1.838 -0.304 0.605
H 1.085 0.019 1.207
H -1.058 2.152 1.700
H -0.804 0.888 2.900
H 0.412 2.101 2.448
H 0.264 0.639 -0.944
H -1.160 -2.131 -0.607
H 0.198 -2.305 0.285
H 3.265 -0.838 1.233
H 2.629 -1.494 2.541
O 2.858 -1.618 1.640
H -1.885 1.765 -1.263
H -3.031 1.791 -0.256
O -2.842 1.670 -1.203
H 0.846 0.084 -3.441
H 0.733 -1.212 -2.742
O 1.032 -0.850 -3.572
*
```

***

Tell me which of them is the most stable. Sure, it is B.

***

A | ORCA calculation (ωB97M-V with the def2-TZVPD basis set) on C3H10NO2 as an isolated structure.

Computed properties:
Highest occupied orbital energy, eV: -13.79
Orbital gap, hartree: 0.3814

ORCA input file:
```
! wB97M-V def2-TZVPD RIJCOSX def2/J DEFGRID3
* xyz 1 1
C -1.101 -0.207 -0.485
C 1.360 0.523 -0.738
C 0.799 -0.722 -0.203
N -1.680 -0.427 0.867
O 1.152 1.573 0.131
O 0.664 -0.903 1.138
H -0.914 0.770 -0.885
H -1.545 -0.806 -1.303
H 0.940 0.689 -1.731
H 2.418 0.380 -0.866
H 1.005 -1.650 -0.657
H -1.070 -1.136 1.320
H -2.690 -0.795 0.683
H -1.782 0.352 1.467
H 1.641 2.345 -0.250
H 0.802 0.013 1.511
*
```

***

B | ORCA calculation (ωB97M-V with the def2-TZVPD basis set) on a 2-piece molecular cluster, C3H10NO2 overall.

Computed properties:
Highest occupied orbital energy, eV: -14.95
Orbital gap, hartree: 0.4120

ORCA input file:
```
! wB97M-V def2-TZVPD RIJCOSX def2/J DEFGRID3
* xyz 1 1
C -3.107 -0.218 0.284
C 3.020 0.718 0.615
C -0.716 -0.261 -0.461
N -2.006 -0.151 -0.644
O 0.111 -0.136 -1.425
O 2.280 -0.335 -0.055
H -2.837 0.052 1.315
H -4.018 0.353 -0.027
H -3.442 -1.308 0.422
H 3.823 0.092 1.214
H 2.332 1.082 1.350
H 3.594 1.462 0.015
H -0.506 -0.324 0.623
H -2.388 -0.117 -1.506
H 2.879 -0.755 -0.769
H 0.981 -0.154 -0.952
*
```

***

Tell me which of them is the most stable. Sure, it is B.